[1]
{"formula": "C7H14N", "method": "ωB97M-V/def2-TZVPD", "spin_multiplicity": 1, "charge": 1, "relative_energy_kcal_mol": 70.8, "e_homo_ha": -0.5271, "largest_force_ev_per_a": 4.6, "elements": ["C", "C", "C", "C", "C", "C", "C", "N", "H", "H", "H", "H", "H", "H", "H", "H", "H", "H", "H", "H", "H", "H"], "xyz": [[-2.85, -0.50, -0.70], [-1.55, -0.65, -0.83], [0.76, -0.22, 2.05], [1.46, 0.76, 1.27], [0.61, -0.30, 0.47], [1.39, -1.47, -0.10], [-0.73, 0.06, 0.09], [-0.07, 1.74, -1.56], [-3.48, -0.96, -1.49], [-3.37, 0.16, 0.03], [-1.07, -1.30, -1.58], [1.44, -0.99, 2.45], [-0.10, -0.03, 2.78], [1.11, 1.72, 1.64], [2.58, 0.80, 1.26], [2.09, -1.05, -0.93], [0.62, -2.10, -0.61], [2.03, -2.13, 0.59], [-1.37, 0.91, 0.57], [-0.49, 2.44, -2.07], [0.31, 0.95, -2.21], [0.69, 2.16, -1.12]]}

[2]
{"formula": "C7H14N2", "method": "ωB97M-V/def2-TZVPD", "spin_multiplicity": 1, "relative_energy_kcal_mol": 95.3, "e_homo_ha": -0.2772, "largest_force_ev_per_a": 5.0, "smiles": "C/N=N\\CCC=C(C)C", "elements": ["C", "C", "C", "C", "C", "C", "C", "N", "N", "H", "H", "H", "H", "H", "H", "H", "H", "H", "H", "H", "H", "H", "H"], "xyz": [[1.73, -0.07, 0.85], [1.40, -0.30, -0.57], [-0.35, 1.67, -1.04], [-1.61, 1.32, -0.34], [0.54, 0.43, -1.27], [2.34, -1.25, -1.14], [-2.36, -1.10, 1.64], [-1.36, 1.07, 1.11], [-1.62, 0.26, 1.93], [1.51, 0.96, 1.22], [1.22, -0.75, 1.55], [-0.54, 1.85, -2.09], [0.18, 2.46, -0.52], [-2.25, 2.23, -0.32], [-2.07, 0.34, -0.78], [0.29, -0.04, -2.25], [2.98, -1.89, -0.49], [1.75, -1.99, -1.74], [3.10, -0.75, -1.77], [-3.15, -1.23, 2.33], [-2.87, -1.15, 0.65], [-1.59, -1.76, 1.78], [2.73, -0.29, 1.25]]}

[3]
{"formula": "C7H14N2", "method": "ωB97M-V/def2-TZVPD", "spin_multiplicity": 1, "relative_energy_kcal_mol": 55.2, "e_homo_ha": -0.3146, "largest_force_ev_per_a": 4.3, "smiles": "Cc1c[nH]cn1.CCC", "elements": ["C", "C", "C", "C", "N", "N", "H", "H", "H", "H", "H", "H", "C", "C", "C", "H", "H", "H", "H", "H", "H", "H", "H"], "xyz": [[0.53, -2.17, -0.28], [-1.33, -0.86, 1.09], [-0.05, -1.33, 0.80], [0.11, -0.71, 2.87], [-1.24, -0.54, 2.50], [0.82, -1.07, 1.83], [-2.16, -0.55, 0.48], [-1.67, 0.24, 3.06], [0.65, -3.15, 0.02], [1.68, -2.00, -0.19], [0.42, -0.47, 3.89], [0.05, -2.27, -1.30], [0.18, 1.56, -2.87], [-0.41, 1.44, -1.45], [1.16, 2.71, -3.03], [0.78, 0.60, -3.27], [-0.64, 1.76, -3.66], [-0.97, 2.51, -1.21], [0.93, 3.51, -3.64], [1.22, 3.25, -2.06], [0.39, 1.14, -0.64], [-1.01, 0.62, -1.38], [2.18, 2.41, -3.26]]}

[4]
{"formula": "C7H14N2", "method": "ωB97M-V/def2-TZVPD", "spin_multiplicity": 1, "relative_energy_kcal_mol": 28.1, "e_homo_ha": -0.3171, "largest_force_ev_per_a": 3.1, "smiles": "Cc1c[nH]cn1.CCC", "elements": ["C", "C", "C", "C", "N", "N", "H", "H", "H", "H", "H", "H", "C", "C", "C", "H", "H", "H", "H", "H", "H", "H", "H"], "xyz": [[-1.68, 3.45, -0.85], [-0.11, 1.55, -0.02], [-0.84, 2.69, 0.12], [0.14, 2.46, 1.98], [0.55, 1.40, 1.24], [-0.74, 3.23, 1.38], [-0.08, 0.92, -0.93], [0.78, 0.51, 1.66], [-1.19, 4.01, -1.66], [-2.05, 4.36, -0.38], [0.64, 2.80, 2.88], [-2.38, 2.77, -1.41], [0.44, -2.24, -0.09], [-0.34, -2.92, -1.20], [1.79, -2.94, 0.24], [0.77, -1.23, -0.46], [-0.14, -2.22, 0.91], [-0.57, -3.96, -0.98], [1.86, -3.81, -0.40], [2.64, -2.33, 0.23], [0.09, -2.79, -2.21], [-1.28, -2.33, -1.31], [1.68, -3.40, 1.23]]}

[5]
{"formula": "C7H14N2", "method": "ωB97M-V/def2-TZVPD", "spin_multiplicity": 1, "relative_energy_kcal_mol": 89.8, "e_homo_ha": -0.2649, "largest_force_ev_per_a": 3.5, "smiles": "CC(N)=C=N.C/C=C/C", "elements": ["C", "C", "C", "C", "C", "C", "C", "N", "N", "H", "H", "H", "H", "H", "H", "H", "H", "H", "H", "H", "H", "H", "H"], "xyz": [[0.76, -0.89, 1.83], [2.27, 0.09, -1.44], [-1.44, 1.14, -1.59], [-1.47, -0.11, 2.36], [0.79, 0.00, -1.61], [-0.02, 0.99, -1.32], [-0.51, -0.85, 1.52], [1.87, -0.98, 2.35], [-1.05, -1.60, 0.40], [2.75, -0.67, -2.07], [2.52, -0.02, -0.32], [2.53, 1.16, -1.60], [-2.01, 0.17, -1.74], [-1.60, 1.65, -2.52], [-1.85, 1.78, -0.87], [-2.42, -0.17, 1.82], [-1.11, 1.05, 2.25], [-1.63, -0.37, 3.48], [0.59, -1.01, -2.07], [2.67, -0.38, 2.24], [0.49, 1.84, -0.93], [-1.86, -1.07, 0.18], [-0.26, -1.76, -0.33]]}

[6]
{"formula": "C7H14N2", "method": "ωB97M-V/def2-TZVPD", "spin_multiplicity": 1, "relative_energy_kcal_mol": 25.1, "e_homo_ha": -0.2676, "largest_force_ev_per_a": 3.2, "smiles": "CC/C(C)=C/N=C(\\C)N", "elements": ["C", "C", "C", "C", "C", "C", "N", "C", "N", "H", "H", "H", "H", "H", "H", "H", "H", "H", "H", "H", "H", "H", "H"], "xyz": [[-0.30, 0.65, 2.28], [-1.55, -1.08, -2.29], [1.65, 1.48, 0.86], [0.04, -0.77, 2.75], [-0.19, -0.45, -2.17], [0.26, 0.91, 0.91], [0.73, -0.81, -3.14], [-0.54, 0.76, -0.17], [0.23, 0.31, -1.22], [0.37, -1.02, -4.05], [1.56, -0.25, -3.14], [-1.56, 0.39, -0.05], [-1.39, 0.76, 2.27], [0.09, 1.37, 2.99], [-1.68, -1.85, -1.53], [-1.70, -1.55, -3.27], [-2.37, -0.37, -2.19], [2.02, 1.47, -0.16], [2.32, 0.91, 1.50], [1.64, 2.51, 1.22], [-0.27, -1.51, 2.00], [1.12, -0.88, 2.90], [-0.47, -0.97, 3.70]]}

[7]
{"formula": "C7H14N2", "method": "ωB97M-V/def2-TZVPD", "spin_multiplicity": 1, "relative_energy_kcal_mol": 39.8, "e_homo_ha": -0.2985, "largest_force_ev_per_a": 5.5, "smiles": "Cc1c[nH]cn1.CCC", "elements": ["C", "C", "C", "C", "N", "N", "H", "H", "H", "H", "H", "H", "C", "C", "C", "H", "H", "H", "H", "H", "H", "H", "H"], "xyz": [[1.79, 2.48, 0.90], [0.89, 0.08, 1.56], [1.09, 1.56, 1.77], [-0.22, 0.81, 3.40], [0.11, -0.25, 2.65], [0.38, 1.93, 2.92], [1.34, -0.55, 0.76], [-0.21, -1.18, 2.83], [2.73, 2.21, 0.51], [1.98, 3.48, 1.33], [-0.89, 0.98, 4.25], [1.28, 2.56, -0.04], [-0.56, -1.29, -1.60], [-0.52, -2.26, -2.76], [-1.68, -0.36, -1.74], [-0.58, -1.77, -0.64], [0.35, -0.52, -1.66], [-0.74, -1.72, -3.66], [-1.17, -3.14, -2.61], [-2.28, -0.58, -0.91], [-1.45, 0.68, -1.62], [0.59, -2.66, -2.94], [-2.25, -0.50, -2.67]]}

[8]
{"formula": "C7H14N2", "method": "ωB97M-V/def2-TZVPD", "spin_multiplicity": 1, "relative_energy_kcal_mol": 10.2, "e_homo_ha": -0.3183, "largest_force_ev_per_a": 1.6, "smiles": "Cc1c[nH]cn1.CCC", "elements": ["C", "C", "C", "H", "H", "H", "H", "H", "H", "H", "H", "C", "C", "C", "C", "N", "N", "H", "H", "H", "H", "H", "H"], "xyz": [[1.12, -1.15, 1.35], [1.34, -1.35, 2.85], [1.51, -2.46, 0.67], [0.16, -0.79, 1.00], [1.74, -0.33, 0.94], [2.40, -1.28, 3.10], [0.99, -2.34, 3.18], [1.37, -2.39, -0.41], [2.54, -2.75, 0.86], [0.80, -0.66, 3.53], [0.82, -3.25, 0.96], [-1.58, 1.36, 1.02], [0.27, 1.25, -2.05], [-1.00, 1.12, -0.37], [-1.54, 0.26, -1.29], [0.10, 1.74, -0.86], [-0.66, 0.29, -2.38], [0.96, 1.64, -2.79], [-0.83, 0.14, -3.35], [-2.33, -0.45, -1.17], [-1.65, 0.42, 1.57], [-2.60, 1.71, 0.84], [-0.90, 2.05, 1.51]]}